No. 1
{
  "formula": "C4H14N2O",
  "method": "the ωB97M-V functional and the def2-TZVPD basis",
  "e_above_lowest_kcal_mol": 71.4,
  "smiles": "CNC[C@H](C)N.O",
  "spin_multiplicity": 1,
  "homo_lumo_gap_ev": 10.003,
  "e_tot_ev": -9400.5114,
  "symbols": ["N", "C", "C", "C", "N", "C", "H", "H", "H", "H", "H", "H", "H", "H", "H", "H", "H", "H", "H", "H", "O"],
  "positions_angstrom": [[0.448, -1.811, 0.328], [-0.148, -0.583, 1.206], [0.830, -0.182, 2.414], [-0.304, 0.606, 0.345], [-1.219, 0.117, -0.816], [-1.661, 1.237, -1.579], [0.553, -2.587, 0.977], [-0.529, -2.032, -0.141], [-1.052, -0.777, 1.727], [0.696, -0.757, 3.371], [1.883, -0.348, 2.170], [1.066, 0.937, 2.647], [-0.889, 1.311, 0.965], [0.718, 1.102, 0.095], [-2.053, -0.289, -0.529], [-0.804, 1.959, -1.890], [-2.453, 1.876, -1.071], [-2.150, 0.925, -2.510], [2.530, -1.010, -2.840], [1.857, 0.434, -2.398], [2.682, -0.128, -2.471]],
  "nbo_charge": [-0.81, -0.07, -0.66, -0.24, -0.64, -0.41, 0.34, 0.35, 0.17, 0.21, 0.22, 0.22, 0.18, 0.22, 0.35, 0.19, 0.16, 0.20, 0.48, 0.48, -0.96]
}

No. 2
{
  "formula": "C5H6O",
  "method": "the ωB97M-V functional and the def2-TZVPD basis",
  "e_above_lowest_kcal_mol": 82.2,
  "smiles": "C=C=C1O[C@H]1C",
  "spin_multiplicity": 1,
  "homo_lumo_gap_ev": 9.345,
  "e_tot_ev": -7325.7191,
  "symbols": ["C", "C", "C", "O", "C", "C", "H", "H", "H", "H", "H", "H"],
  "positions_angstrom": [[-1.900, 0.018, -0.457], [-0.540, 0.639, -0.611], [0.722, -0.039, -0.556], [0.185, 0.093, -1.784], [1.801, -0.230, 0.149], [2.241, -0.532, 1.347], [-2.412, 0.325, 0.460], [-1.877, -1.074, -0.514], [-2.480, 0.391, -1.307], [1.655, -1.238, 1.922], [-0.490, 1.716, -0.477], [3.096, -0.069, 1.826]],
  "nbo_charge": [-0.64, 0.05, 0.23, -0.44, -0.08, -0.39, 0.22, 0.23, 0.23, 0.20, 0.19, 0.20]
}

No. 3
{
  "formula": "C5H11N",
  "method": "the ωB97M-V functional and the def2-TZVPD basis",
  "e_above_lowest_kcal_mol": 48.3,
  "smiles": "CC[C@H]1CN1C",
  "spin_multiplicity": 1,
  "homo_lumo_gap_ev": 9.958,
  "e_tot_ev": -6851.4354,
  "symbols": ["C", "C", "C", "C", "N", "C", "H", "H", "H", "H", "H", "H", "H", "H", "H", "H", "H"],
  "positions_angstrom": [[-1.495, 1.417, 1.450], [-0.530, 1.121, 0.300], [-0.151, -0.364, 0.155], [-0.674, -1.067, -1.036], [0.722, -0.642, -0.973], [1.713, -1.678, -0.687], [-2.527, 1.106, 1.234], [-1.170, 0.887, 2.350], [-1.526, 2.487, 1.686], [-0.930, 1.583, -0.628], [0.438, 1.601, 0.446], [-0.067, -0.932, 1.073], [-1.342, -0.240, -1.234], [-0.895, -2.140, -1.038], [2.508, -1.215, -0.089], [2.168, -2.056, -1.609], [1.327, -2.543, -0.116]],
  "nbo_charge": [-0.61, -0.41, -0.08, -0.30, -0.40, -0.42, 0.20, 0.20, 0.21, 0.20, 0.21, 0.19, 0.22, 0.20, 0.20, 0.20, 0.17]
}

No. 4
{
  "formula": "C4H16NO2",
  "method": "the ωB97M-V functional and the def2-TZVPD basis",
  "e_above_lowest_kcal_mol": 21.5,
  "spin_multiplicity": 1,
  "homo_lumo_gap_ev": 12.182,
  "e_tot_ev": -9986.4509,
  "charge": 1,
  "symbols": ["C", "C", "N", "C", "C", "H", "H", "H", "H", "H", "H", "H", "H", "H", "H", "H", "H", "H", "H", "O", "H", "H", "O"],
  "positions_angstrom": [[2.639, -0.061, -0.145], [1.300, 0.598, -0.248], [0.378, 0.234, 0.897], [-0.171, 1.431, 1.635], [-1.301, 2.119, 0.875], [3.153, -0.025, -1.105], [2.631, -1.095, 0.202], [3.255, 0.427, 0.621], [1.342, 1.686, -0.133], [0.731, 0.527, -1.177], [0.839, -0.348, 1.591], [-0.483, -0.256, 0.509], [0.564, 2.231, 1.762], [-0.463, 1.123, 2.636], [-1.953, 1.358, 0.433], [-1.783, 2.897, 1.455], [-0.984, 2.604, -0.064], [-1.920, -4.354, -1.790], [-1.291, -4.178, -3.099], [-1.350, -3.724, -2.256], [-1.377, -1.769, -0.701], [-2.182, -0.590, -1.304], [-1.575, -0.836, -0.595]],
  "nbo_charge": [-0.65, -0.22, -0.54, -0.23, -0.64, 0.26, 0.23, 0.23, 0.21, 0.24, 0.43, 0.48, 0.22, 0.23, 0.22, 0.26, 0.22, 0.48, 0.48, -0.96, 0.51, 0.52, -0.98]
}